No. 1
Computed, not measured: a structure of composition C26H17FN5O3STi, with ωB97M-V with the def2-TZVPD basis set.

Last column: Mulliken charge in e.
Geometry (Å):
Ti: 0.15 -0.09 0.56  1.314
C: 5.31 4.75 2.12  -1.913
C: 5.64 3.93 0.89  0.473
C: 7.03 3.31 0.95  -0.902
C: 7.36 2.67 -0.38  -0.918
C: 6.27 1.74 -0.83  0.916
C: 6.52 0.77 -1.76  -0.661
C: 5.53 -0.14 -2.16  -0.099
F: 5.84 -1.04 -3.07  -0.287
C: 4.28 -0.13 -1.61  -0.978
C: 3.99 0.85 -0.65  0.484
C: 2.74 0.93 -0.02  1.247
O: 1.73 0.05 -0.30  -0.959
C: 2.48 1.92 0.92  -0.066
C: 3.45 2.86 1.21  -0.060
N: 4.64 2.81 0.63  0.114
C: 4.97 1.82 -0.27  -0.359
C: 1.08 1.73 1.38  0.707
O: 0.12 2.05 0.65  -0.476
O: 0.87 0.68 2.13  -0.453
H: 6.11 5.48 2.25  0.414
H: 5.28 4.14 3.02  0.431
H: 4.39 5.33 2.03  0.572
H: 5.57 4.56 0.00  0.215
H: 7.07 2.59 1.77  0.349
H: 7.74 4.10 1.18  0.374
H: 8.30 2.12 -0.32  0.514
H: 7.51 3.44 -1.14  0.374
H: 7.50 0.67 -2.21  0.574
H: 3.54 -0.86 -1.91  0.591
H: 3.27 3.66 1.91  0.565
S: -5.33 -5.03 -0.37  0.313
N: -5.24 -3.49 -0.81  -0.600
C: -4.05 -3.05 -0.44  0.684
C: -3.55 -1.71 -0.64  0.134
C: -4.27 -0.68 -1.26  -0.343
C: -3.69 0.57 -1.40  -0.924
C: -2.41 0.78 -0.92  -0.116
N: -1.71 -0.20 -0.33  -0.041
C: -2.26 -1.44 -0.19  0.008
C: -1.47 -2.44 0.49  -0.134
N: -0.24 -2.06 0.95  -0.238
C: 0.54 -2.94 1.60  0.061
C: 0.12 -4.24 1.83  -1.038
C: -1.12 -4.64 1.38  -0.245
C: -1.95 -3.74 0.70  0.136
C: -3.27 -4.04 0.21  0.672
N: -3.89 -5.20 0.32  -0.606
H: -5.27 -0.88 -1.62  0.603
H: -4.23 1.38 -1.87  0.460
H: -1.94 1.75 -0.99  0.559
H: 1.50 -2.58 1.95  0.497
H: 0.78 -4.92 2.35  0.462
H: -1.47 -5.66 1.54  0.599

## Properties
Total charge: +3
Frontier orbital gap in eV: 5.871
E_LUMO in eV: -11.52



No. 2
Computed, not measured: a structure of composition C26H18BrClF4N2NiO4PS2 at a distorted geometry, with ωB97M-V with the def2-TZVPD basis set.

Last column: Mulliken charge in e.
Geometry (Å):
Ni: 0.83 -1.77 1.00  -0.250
C: 2.73 -0.97 -1.97  -0.696
C: 3.25 -0.91 -0.57  0.736
N: 2.66 -1.39 0.50  0.136
C: 3.45 -1.25 1.64  -0.464
C: 4.63 -0.63 1.43  -0.102
S: 4.78 -0.24 -0.23  -0.162
C: 2.86 -1.89 2.82  -0.155
C: 3.30 -2.06 4.08  -0.164
S: 2.19 -3.01 4.95  -0.148
C: 1.16 -3.14 3.59  0.863
N: 1.64 -2.49 2.56  0.129
C: -0.08 -3.96 3.65  -1.145
H: 1.67 -1.19 -1.96  -0.128
H: 3.26 -1.75 -2.53  0.433
H: 2.89 -0.02 -2.47  0.325
H: 5.41 -0.42 2.14  0.479
H: 4.22 -1.70 4.52  0.455
H: -0.43 -4.19 2.65  0.155
H: 0.12 -4.88 4.20  0.527
H: -0.87 -3.41 4.16  0.270
F: -5.57 -2.11 -2.62  -0.275
C: -4.44 -1.52 -2.26  0.508
C: -4.34 -0.14 -2.33  0.356
F: -5.35 0.60 -2.76  -0.291
C: -3.15 0.45 -1.95  -0.239
F: -3.05 1.78 -2.11  -0.478
C: -2.06 -0.27 -1.47  0.387
P: -0.65 0.66 -0.82  0.448
C: -1.11 1.89 0.40  0.318
C: -2.34 2.53 0.52  -0.302
C: -2.54 3.45 1.54  -0.781
C: -1.53 3.75 2.43  -0.644
C: -0.30 3.11 2.32  -0.833
C: -0.09 2.18 1.31  -0.304
C: 0.10 1.49 -2.22  0.662
C: 1.10 2.43 -1.96  -0.670
C: 1.78 3.03 -3.01  -0.743
C: 1.45 2.71 -4.32  -0.514
C: 0.46 1.78 -4.59  -0.825
C: -0.22 1.17 -3.54  -0.394
C: -2.15 -1.67 -1.52  0.119
Br: -0.70 -2.85 -1.36  -0.089
C: -3.34 -2.27 -1.89  0.374
F: -3.46 -3.59 -1.94  -0.306
H: -3.16 2.32 -0.14  0.368
H: -3.51 3.94 1.63  0.454
H: -1.69 4.46 3.23  0.414
H: 0.50 3.33 3.02  0.435
H: 0.86 1.67 1.25  0.284
H: 1.35 2.69 -0.94  0.411
H: 2.55 3.76 -2.80  0.454
H: 1.98 3.18 -5.14  0.417
H: 0.20 1.53 -5.61  0.443
H: -0.99 0.44 -3.76  0.430
O: -2.65 -0.48 1.64  -0.503
Cl: -1.43 -0.70 2.39  1.147
O: -0.83 -2.03 1.68  -0.653
O: -1.73 -1.18 3.72  -0.655
O: 0.40 -0.24 -0.18  0.978

## Properties
Total charge: +1
Frontier orbital gap (alpha / beta) in eV: 8.925 / 8.928
Energy relative to the best compared isomer or geometry (same formula, charge and spin) in kcal per mole: 5.5
E_LUMO (alpha / beta) in eV: -3.04 / -3.03



No. 3
Computed, not measured: a structure of composition C26H18CoF5N5S, with ωB97M-V with the def2-TZVPD basis set.

Last column: Mulliken charge in e.
Geometry (Å):
Co: -0.08 -0.70 -0.32  0.296
C: -4.26 4.28 2.53  -1.614
C: -3.29 3.48 1.71  0.168
C: -2.46 4.10 0.76  -1.105
C: -1.56 3.36 0.05  -0.283
C: -1.43 1.95 0.21  1.101
N: -0.53 1.26 -0.52  -0.341
C: -0.06 1.72 -1.75  1.046
C: -0.90 2.37 -2.66  0.114
C: -0.46 2.76 -3.91  -1.095
C: 0.85 2.50 -4.31  0.279
C: 1.33 2.85 -5.69  -1.606
C: 1.69 1.84 -3.42  -0.449
C: 1.27 1.44 -2.16  0.196
N: 2.22 0.78 -1.33  0.334
C: 3.56 0.92 -1.35  -0.080
C: 4.10 -0.02 -0.52  -1.119
C: 3.01 -0.73 -0.02  -0.078
N: 1.87 -0.24 -0.50  -0.440
C: -2.23 1.34 1.23  0.182
C: -3.13 2.12 1.93  -0.501
N: -2.17 -0.04 1.57  0.620
C: -3.13 -0.75 2.22  -0.181
C: -2.61 -1.97 2.54  -1.063
C: -1.30 -1.95 2.04  -0.145
N: -1.04 -0.79 1.45  -0.822
H: -4.57 5.18 2.01  0.406
H: -3.79 4.58 3.47  0.329
H: -5.14 3.69 2.78  0.393
H: -2.52 5.17 0.61  0.433
H: -0.89 3.85 -0.64  0.581
H: -1.93 2.51 -2.39  0.582
H: -1.14 3.24 -4.59  0.422
H: 0.86 3.77 -6.05  0.401
H: 1.06 2.06 -6.39  0.314
H: 2.41 2.97 -5.73  0.386
H: 2.70 1.60 -3.73  0.544
H: 4.04 1.70 -1.92  0.491
H: 5.15 -0.18 -0.29  0.425
H: 2.98 -1.56 0.67  0.485
H: -3.73 1.66 2.71  0.522
H: -4.11 -0.36 2.40  0.434
H: -3.10 -2.79 3.05  0.494
H: -0.55 -2.72 2.06  0.439
F: -6.19 -3.33 0.23  -0.301
C: -4.93 -3.17 -0.15  0.763
C: -4.48 -1.93 -0.56  0.013
F: -5.31 -0.89 -0.57  -0.386
C: -3.17 -1.78 -0.95  0.256
F: -2.78 -0.54 -1.31  -0.300
C: -2.24 -2.82 -0.92  -0.032
S: -0.55 -2.64 -1.39  -0.482
C: -2.73 -4.05 -0.49  0.324
F: -1.91 -5.09 -0.40  -0.357
C: -4.05 -4.23 -0.11  0.309
F: -4.47 -5.42 0.32  -0.301

## Properties
Total charge: +1
Spin multiplicity: 5
Frontier orbital gap (alpha / beta) in eV: 7.946 / 5.189
Energy relative to the best compared isomer or geometry (same formula, charge and spin) in kcal per mole: 0.0
E_LUMO (alpha / beta) in eV: -2.67 / -5.57



No. 4
Computed, not measured: a structure of composition C26H18GeNO5W at a distorted geometry, with ωB97M-V with the def2-TZVPD basis set.

Last column: Mulliken charge in e.
Geometry (Å):
W: -1.26 -0.97 -0.90  1.000
O: -0.29 5.29 -0.84  -0.506
C: -0.56 4.00 -0.89  0.961
C: -1.69 3.43 -0.27  -0.623
C: -1.88 2.07 -0.35  0.342
N: -1.00 1.29 -1.00  -0.211
C: 0.07 1.81 -1.62  0.431
C: 0.32 3.16 -1.61  -0.732
C: 0.82 0.69 -2.35  0.064
O: 1.70 0.85 -3.14  -0.563
O: 0.29 -0.49 -1.99  -0.674
C: -3.16 1.23 -0.17  0.100
O: -4.21 1.72 -0.58  -0.569
O: -1.67 -0.45 0.76  -0.374
H: -0.93 5.80 -0.33  0.323
H: -2.43 4.05 0.22  0.436
H: 1.17 3.59 -2.12  0.591
C: -2.96 -0.12 0.22  -0.046
Ge: -3.60 -1.63 -1.12  0.976
C: -0.51 -2.91 -0.38  0.258
C: 0.04 -3.88 -1.25  0.008
C: 0.04 -5.24 -0.96  -0.720
C: -0.52 -5.70 0.22  -0.300
C: -1.04 -4.79 1.13  -0.764
C: -1.05 -3.44 0.83  -0.116
C: -5.57 -1.23 -1.22  0.350
C: -6.34 -1.33 -0.07  -0.484
C: -7.70 -1.07 -0.12  -0.596
C: -8.29 -0.71 -1.32  -0.460
C: -7.53 -0.65 -2.48  -0.711
C: -6.18 -0.93 -2.44  -0.330
C: -2.89 -0.60 -2.90  -0.414
C: -1.89 -1.23 -3.69  -0.026
C: -1.27 -0.55 -4.73  -0.821
C: -1.60 0.77 -4.99  -0.486
C: -2.62 1.37 -4.27  -0.858
C: -3.26 0.70 -3.24  0.138
H: 0.51 -3.55 -2.18  0.389
H: 0.44 -5.95 -1.67  0.418
H: -0.58 -6.76 0.42  0.404
H: -1.46 -5.13 2.06  0.411
H: -1.50 -2.75 1.56  0.362
H: -5.87 -1.60 0.86  0.350
H: -8.30 -1.16 0.77  0.405
H: -9.34 -0.47 -1.35  0.412
H: -8.00 -0.39 -3.42  0.398
H: -5.59 -0.92 -3.34  0.433
H: -1.70 -2.31 -3.54  0.401
H: -0.53 -1.06 -5.34  0.474
H: -1.08 1.32 -5.76  0.465
H: -2.93 2.38 -4.52  0.478
H: -4.09 1.18 -2.73  0.605

## Properties
Total charge: +1
Frontier orbital gap in eV: 6.296
Energy relative to the best compared isomer or geometry (same formula, charge and spin) in kcal per mole: 13.0
E_LUMO in eV: -5.00